Version A
{"formula": "C17H24N4O4S2", "method": "ωB97M-V/def2-TZVPD", "symbols": ["C", "N", "C", "C", "N", "C", "S", "N", "C", "O", "C", "C", "C", "C", "C", "C", "H", "H", "S", "O", "O", "N", "C", "H", "C", "H", "O", "C", "H", "C", "H", "H", "H", "H", "H", "H", "H", "H", "C", "H", "C", "H", "H", "H", "H", "H", "H", "H", "H", "H", "H"], "xyz": [[-6.777, -1.838, -1.376], [-6.028, -1.068, -0.431], [-5.906, 0.431, -0.822], [-5.462, 1.101, 0.363], [-4.199, 0.424, 0.606], [-3.203, 1.290, 0.879], [-3.270, 2.902, 0.942], [-1.905, 0.812, 0.883], [-1.374, -0.128, 0.082], [-1.901, -0.806, -0.677], [0.080, -0.167, 0.428], [0.794, -0.726, -0.769], [2.276, -1.231, -0.627], [2.858, -0.743, 0.756], [2.085, -0.419, 1.675], [0.669, -0.199, 1.777], [0.190, -0.020, 2.557], [2.556, -0.323, 2.832], [4.701, -1.017, 0.830], [4.893, -2.339, 0.421], [4.930, -0.887, 2.166], [5.072, 0.172, 0.028], [6.517, -0.074, -0.583], [6.453, -1.139, -0.898], [6.848, 1.046, -1.929], [7.956, 0.783, -2.058], [6.781, 1.984, -1.135], [5.526, 2.586, -0.646], [5.444, 3.393, -0.080], [5.140, 1.360, 0.529], [4.091, 1.671, 0.742], [5.750, 1.459, 1.194], [4.774, 2.429, -1.403], [6.125, 0.658, -2.551], [7.233, -0.214, 0.174], [2.909, -1.200, -1.289], [0.432, -0.986, -1.783], [-1.235, 1.464, 1.695], [-4.312, -0.761, 1.102], [-3.429, -1.063, 1.449], [-4.790, -1.665, 0.067], [-5.117, -2.563, 0.434], [-4.266, -1.567, -0.910], [-5.018, -1.052, 1.971], [-5.516, 2.249, 0.062], [-6.043, 0.969, 1.228], [-6.973, 0.611, -1.009], [-5.266, 0.334, -1.626], [-6.904, -2.774, -1.220], [-7.951, -1.364, -1.595], [-6.239, -1.791, -2.455]], "nbo_charge": [-0.353, -0.458, -0.239, -0.242, -0.422, 0.274, -0.151, -0.668, 0.657, -0.557, -0.145, -0.182, -0.111, -0.322, -0.220, -0.140, 0.187, 0.223, 2.455, -0.910, -0.984, -0.764, -0.324, 0.208, 0.025, 0.205, -0.527, -0.046, 0.199, -0.177, 0.200, 0.167, 0.178, 0.187, 0.198, 0.156, 0.243, 0.459, -0.222, 0.217, -0.227, 0.204, 0.194, 0.186, 0.260, 0.214, 0.214, 0.199, 0.178, 0.178, 0.129], "e_homo_ev": -7.98, "lumo_energy_ev": -0.4, "orbital_gap_ev": 7.6}


Version B
{"formula": "C17H24N4O4S2", "method": "ωB97M-V/def2-TZVPD", "symbols": ["C", "C", "C", "C", "N", "C", "C", "S", "O", "O", "C", "C", "C", "C", "C", "O", "N", "C", "N", "N", "C", "C", "S", "C", "O", "C", "C", "H", "H", "H", "H", "H", "H", "H", "H", "H", "H", "H", "H", "H", "H", "H", "H", "H", "H", "H", "H", "H", "H", "H", "H"], "xyz": [[-1.288, 1.172, -5.509], [-0.652, 2.487, -5.072], [-0.682, 2.694, -3.558], [0.173, 1.668, -2.809], [0.442, 2.080, -1.452], [-0.621, 2.115, -0.476], [-1.211, 0.747, -0.136], [1.987, 2.025, -0.878], [2.098, 2.972, 0.193], [2.876, 2.127, -1.996], [2.184, 0.386, -0.154], [2.002, -0.738, -0.938], [2.094, -1.991, -0.358], [2.369, -2.108, 1.002], [2.462, -3.470, 1.592], [3.129, -4.361, 1.129], [1.734, -3.695, 2.750], [0.745, -2.966, 3.335], [0.131, -3.314, 4.424], [-0.772, -2.346, 4.681], [-0.671, -1.460, 3.747], [-1.478, -0.246, 3.575], [-3.052, -0.693, 2.739], [-3.848, -1.575, 4.106], [0.285, -1.800, 2.835], [2.611, -0.971, 1.767], [2.506, 0.280, 1.185], [-2.303, 1.092, -5.126], [-0.714, 0.322, -5.150], [-1.328, 1.117, -6.595], [0.383, 2.524, -5.417], [-1.189, 3.313, -5.543], [-1.716, 2.642, -3.208], [-0.294, 3.686, -3.324], [-0.308, 0.682, -2.828], [1.150, 1.600, -3.290], [-1.412, 2.774, -0.846], [-0.184, 2.574, 0.412], [-0.455, 0.086, 0.280], [-1.631, 0.277, -1.022], [-2.013, 0.863, 0.588], [1.793, -0.626, -1.989], [1.949, -2.885, -0.945], [1.870, -4.604, 3.181], [-0.972, 0.466, 2.928], [-1.725, 0.196, 4.538], [-4.706, -2.092, 3.691], [-3.140, -2.286, 4.526], [-4.168, -0.861, 4.859], [2.888, -1.063, 2.807], [2.668, 1.186, 1.748]], "nbo_charge": [-0.608, -0.389, -0.405, -0.232, -0.690, -0.228, -0.633, 2.342, -0.942, -0.934, -0.307, -0.201, -0.156, -0.154, 0.674, -0.548, -0.626, 0.610, -0.333, -0.290, 0.441, -0.583, 0.195, -0.746, -0.421, -0.118, -0.212, 0.200, 0.198, 0.214, 0.200, 0.205, 0.193, 0.217, 0.181, 0.240, 0.203, 0.231, 0.210, 0.208, 0.221, 0.233, 0.235, 0.442, 0.253, 0.252, 0.233, 0.246, 0.214, 0.216, 0.250], "e_homo_ev": -9.08, "lumo_energy_ev": -0.1, "orbital_gap_ev": 9.0}


The winner here is version B, beating the second structure by 1709.1 kJ/mol.


Version A
{"formula": "C11H15N", "method": "ωB97M-V/def2-TZVPD", "symbols": ["C", "C", "C", "N", "C", "C", "C", "C", "C", "C", "H", "H", "H", "H", "H", "H", "H", "H", "H", "C", "C", "H", "H", "H", "H", "H", "H"], "xyz": [[2.642, -1.337, 1.092], [1.862, -0.048, 1.221], [2.242, 1.212, 1.189], [1.281, 2.214, 1.156], [0.095, 1.403, 0.953], [-1.213, 1.924, 0.852], [-2.187, 0.921, 0.807], [-1.864, -0.458, 0.652], [-0.617, -0.959, 0.942], [0.332, 0.032, 1.002], [2.088, -1.947, 0.227], [2.638, -1.925, 2.070], [3.804, -1.118, 0.917], [3.285, 1.550, 1.397], [1.427, 3.165, 0.700], [-1.565, 2.945, 1.043], [-3.223, 1.253, 0.602], [-2.691, -1.039, 0.300], [-0.341, -2.064, 0.962], [-0.288, -0.579, -1.928], [-1.729, -0.901, -2.432], [-0.207, 0.506, -1.948], [0.078, -1.046, -1.067], [0.460, -0.793, -2.854], [-2.095, -1.917, -2.700], [-1.818, -0.458, -3.435], [-2.394, -0.537, -1.718]], "nbo_charge": [-0.634, -0.100, -0.017, -0.576, 0.138, -0.234, -0.217, -0.229, -0.216, -0.082, 0.225, 0.221, 0.227, 0.198, 0.421, 0.224, 0.210, 0.213, 0.232, -0.597, -0.619, 0.211, 0.208, 0.185, 0.203, 0.207, 0.201], "e_homo_ev": -8.08, "lumo_energy_ev": 0.9, "orbital_gap_ev": 9.0}


Version B
{"formula": "C11H15N", "method": "ωB97M-V/def2-TZVPD", "symbols": ["C", "C", "C", "N", "C", "C", "C", "C", "C", "C", "H", "H", "H", "H", "H", "H", "H", "H", "H", "C", "C", "H", "H", "H", "H", "H", "H"], "xyz": [[-2.229, -1.956, 2.113], [-1.228, -0.779, 2.033], [-0.516, -0.319, 3.102], [0.373, 0.821, 2.702], [0.036, 0.883, 1.197], [0.480, 1.939, 0.284], [0.085, 1.849, -0.992], [-0.790, 0.792, -1.432], [-1.263, -0.129, -0.560], [-0.864, -0.037, 0.796], [-2.139, -2.581, 3.071], [-2.250, -2.613, 1.282], [-3.185, -1.425, 2.212], [-0.506, -0.498, 4.068], [1.478, 0.470, 2.909], [1.125, 2.731, 0.705], [0.503, 2.562, -1.649], [-1.162, 0.747, -2.522], [-1.932, -0.905, -0.801], [2.179, -0.525, -3.163], [2.609, -1.425, -4.337], [2.943, 0.223, -3.033], [1.200, -0.100, -3.391], [2.291, -1.073, -2.229], [2.098, -2.368, -4.138], [3.633, -1.730, -4.440], [2.300, -0.955, -5.203]], "nbo_charge": [-0.635, -0.039, -0.037, -0.604, 0.171, -0.210, -0.230, -0.209, -0.198, -0.119, 0.220, 0.217, 0.220, 0.193, 0.392, 0.223, 0.215, 0.218, 0.213, -0.605, -0.604, 0.199, 0.209, 0.205, 0.197, 0.202, 0.198], "e_homo_ev": -8.26, "lumo_energy_ev": 0.9, "orbital_gap_ev": 9.2}


The winner here is version B, beating the second structure by 17.7 kJ/mol.


Version A
{"formula": "C11H15N", "method": "ωB97M-V/def2-TZVPD", "symbols": ["C", "C", "C", "N", "C", "C", "C", "C", "C", "C", "H", "H", "H", "H", "H", "H", "H", "H", "H", "C", "C", "H", "H", "H", "H", "H", "H"], "xyz": [[0.495, -3.567, 1.045], [0.938, -2.146, 0.921], [2.196, -1.732, 0.612], [2.258, -0.357, 0.602], [1.021, 0.154, 0.940], [0.555, 1.441, 1.196], [-0.793, 1.577, 1.491], [-1.645, 0.485, 1.636], [-1.195, -0.806, 1.409], [0.173, -0.951, 1.151], [0.688, -3.982, 2.031], [1.012, -4.186, 0.312], [-0.539, -3.688, 0.844], [3.007, -2.357, 0.276], [3.056, 0.244, 0.515], [1.177, 2.315, 1.044], [-1.119, 2.597, 1.654], [-2.646, 0.643, 1.976], [-1.799, -1.696, 1.338], [-0.787, 2.724, -2.428], [-0.976, 1.285, -2.866], [-1.658, 3.097, -1.884], [0.021, 2.761, -1.690], [-0.543, 3.469, -3.183], [-0.064, 0.929, -3.362], [-1.798, 1.147, -3.561], [-1.033, 0.602, -2.020]], "nbo_charge": [-0.626, -0.081, -0.032, -0.529, 0.135, -0.243, -0.221, -0.230, -0.195, -0.091, 0.217, 0.216, 0.213, 0.210, 0.410, 0.211, 0.212, 0.210, 0.214, -0.608, -0.610, 0.201, 0.201, 0.202, 0.198, 0.202, 0.215], "e_homo_ev": -7.79, "lumo_energy_ev": 0.9, "orbital_gap_ev": 8.7}


Version B
{"formula": "C11H15N", "method": "ωB97M-V/def2-TZVPD", "symbols": ["C", "C", "C", "N", "C", "C", "C", "C", "C", "C", "H", "H", "H", "H", "H", "H", "H", "H", "H", "C", "C", "H", "H", "H", "H", "H", "H"], "xyz": [[-2.804, -0.973, 1.593], [-1.685, 0.023, 1.690], [-0.916, 0.325, 2.760], [0.100, 1.188, 2.371], [0.050, 1.366, 1.022], [0.845, 2.073, 0.133], [0.618, 1.919, -1.221], [-0.454, 1.164, -1.686], [-1.266, 0.438, -0.825], [-1.060, 0.633, 0.534], [-3.210, -0.950, 0.581], [-3.646, -0.724, 2.227], [-2.517, -1.989, 1.849], [-0.869, -0.117, 3.744], [0.907, 1.381, 2.938], [1.746, 2.555, 0.502], [1.187, 2.487, -1.947], [-0.690, 1.112, -2.742], [-2.171, 0.034, -1.254], [3.045, -2.675, -3.205], [2.411, -3.456, -2.071], [3.108, -3.223, -4.138], [2.511, -1.733, -3.360], [4.048, -2.336, -2.951], [1.932, -2.866, -1.287], [3.135, -4.095, -1.559], [1.606, -4.122, -2.383]], "nbo_charge": [-0.627, -0.088, -0.031, -0.529, 0.139, -0.238, -0.220, -0.232, -0.197, -0.086, 0.215, 0.218, 0.217, 0.210, 0.407, 0.209, 0.213, 0.208, 0.212, -0.613, -0.613, 0.206, 0.207, 0.202, 0.209, 0.200, 0.203], "e_homo_ev": -7.87, "lumo_energy_ev": 0.9, "orbital_gap_ev": 8.8}


The winner here is version A, beating the second structure by 19.0 kJ/mol.


Version A
{"formula": "C11H15N", "method": "ωB97M-V/def2-TZVPD", "symbols": ["C", "C", "C", "N", "C", "C", "C", "C", "C", "C", "H", "H", "H", "H", "H", "H", "H", "H", "H", "C", "C", "H", "H", "H", "H", "H", "H"], "xyz": [[-1.840, 2.845, -0.315], [-0.885, 1.788, 0.112], [0.316, 2.047, 0.744], [0.777, 0.894, 1.323], [-0.141, -0.126, 1.111], [0.128, -1.484, 1.196], [-0.598, -2.387, 0.440], [-1.657, -1.887, -0.310], [-1.953, -0.535, -0.391], [-1.213, 0.416, 0.352], [-2.803, 2.500, -0.686], [-1.462, 3.342, -1.229], [-1.948, 3.562, 0.490], [0.740, 3.037, 0.790], [1.348, 0.765, 2.139], [0.876, -1.903, 1.870], [-0.377, -3.448, 0.431], [-2.312, -2.508, -0.905], [-2.887, -0.334, -0.904], [3.453, -0.849, -1.930], [2.086, -0.875, -1.176], [4.232, -1.377, -1.377], [3.316, -1.403, -2.855], [3.795, 0.169, -2.119], [2.399, -0.948, -0.130], [1.518, -1.776, -1.390], [1.631, 0.096, -1.352]], "nbo_charge": [-0.637, -0.082, -0.034, -0.530, 0.122, -0.216, -0.226, -0.235, -0.192, -0.094, 0.223, 0.216, 0.219, 0.215, 0.409, 0.210, 0.217, 0.209, 0.208, -0.607, -0.610, 0.195, 0.199, 0.201, 0.196, 0.212, 0.214], "e_homo_ev": -7.69, "lumo_energy_ev": 0.9, "orbital_gap_ev": 8.6}


Version B
{"formula": "C11H15N", "method": "ωB97M-V/def2-TZVPD", "symbols": ["C", "C", "C", "N", "C", "C", "C", "C", "C", "C", "H", "H", "H", "H", "H", "H", "H", "H", "H", "C", "C", "H", "H", "H", "H", "H", "H"], "xyz": [[0.749, 0.375, -2.694], [-0.427, 0.915, -2.021], [-1.048, 2.152, -2.110], [-2.218, 2.055, -1.333], [-2.291, 0.858, -0.605], [-3.033, 0.564, 0.600], [-2.411, -0.329, 1.474], [-1.259, -1.061, 1.173], [-0.791, -0.934, -0.143], [-1.108, 0.085, -0.997], [0.423, -0.259, -3.516], [1.194, -0.187, -1.852], [1.407, 1.332, -2.982], [-0.859, 2.946, -2.788], [-2.856, 2.887, -1.142], [-4.031, 0.933, 0.771], [-2.799, -0.607, 2.395], [-0.622, -1.682, 1.814], [0.001, -1.633, -0.470], [2.904, -0.411, 2.203], [2.690, -1.697, 1.436], [2.523, 0.440, 1.762], [2.205, -0.698, 2.949], [3.961, -0.068, 2.390], [3.043, -1.610, 0.398], [1.617, -1.829, 1.461], [3.036, -2.534, 1.829]], "nbo_charge": [-0.630, -0.062, -0.054, -0.545, 0.180, -0.266, -0.205, -0.260, -0.162, -0.134, 0.225, 0.221, 0.214, 0.218, 0.411, 0.220, 0.209, 0.221, 0.200, -0.616, -0.580, 0.204, 0.211, 0.205, 0.191, 0.190, 0.197], "e_homo_ev": -7.73, "lumo_energy_ev": 0.9, "orbital_gap_ev": 8.7}


Version C
{"formula": "C11H15N", "method": "ωB97M-V/def2-TZVPD", "symbols": ["C", "C", "C", "C", "C", "C", "C", "C", "C", "C", "C", "N", "H", "H", "H", "H", "H", "H", "H", "H", "H", "H", "H", "H", "H", "H", "H"], "xyz": [[-0.129, 1.795, 1.821], [-0.501, -1.357, 1.107], [-1.303, -0.376, 1.401], [1.739, 0.009, 0.892], [0.832, -1.188, 0.432], [1.187, 0.794, -0.221], [-1.192, 1.095, 1.332], [0.753, -0.424, -0.990], [-2.385, 1.710, 0.654], [-0.691, -0.421, -1.621], [1.754, -1.144, -1.947], [0.638, 2.385, 2.463], [-0.703, -2.392, 1.268], [-2.394, -0.773, 1.587], [1.635, 0.335, 1.903], [2.906, -0.151, 0.711], [1.133, -2.256, 0.403], [1.740, 1.678, -0.567], [-1.932, 2.548, 0.005], [-3.110, 2.134, 1.349], [-2.805, 1.033, -0.073], [-1.167, 0.522, -1.617], [-1.219, -1.170, -1.146], [-0.582, -0.655, -2.688], [2.761, -0.980, -1.560], [1.703, -0.558, -2.895], [1.331, -2.192, -2.004]], "nbo_charge": [0.217, -0.153, -0.217, -0.474, -0.271, -0.052, -0.048, -0.074, -0.639, -0.616, -0.604, -0.326, 0.211, 0.214, 0.243, 0.216, 0.207, 0.190, 0.232, 0.237, 0.228, 0.210, 0.214, 0.206, 0.215, 0.210, 0.221], "e_homo_ev": [-7.97, -8.02], "lumo_energy_ev": [0.1, -0.9], "orbital_gap_ev": [8.1, 7.1]}


The winner here is version A, beating the second structure by 143.7 kJ/mol.